Record 1
2 unconnected molecules or ions with the total composition C14H16. Source: the Open Molecules 2025 dataset; level of theory: wB97M-V/def2-TZVPD.

Output
Frontier orbital gap, eV: 9.602
SMILES: Cc1ccccc1.Cc1ccccc1
Energy above the lowest of the compared OMol25 structures with the same formula, charge and spin, kJ/mol: 58.62

Each line ends with the Mulliken charge.
Positions of all 30 atoms, in Å:
C: 2.194 -2.665 0.365  -1.491
C: 0.813 -2.173 0.142  1.225
C: 0.141 -1.552 1.196  -0.591
C: -1.167 -1.110 1.020  -0.438
C: -1.869 -1.458 -0.109  -0.727
C: -1.205 -1.947 -1.229  -0.296
C: 0.119 -2.353 -1.053  -0.570
H: 2.436 -3.531 -0.255  0.376
H: 2.471 -2.906 1.393  0.372
H: 3.009 -1.965 0.113  0.230
H: 0.626 -1.304 2.132  0.369
H: -1.675 -0.639 1.850  0.400
H: -2.932 -1.250 -0.180  0.361
H: -1.699 -1.945 -2.189  0.442
H: 0.607 -2.825 -1.902  0.345
C: 2.386 1.482 0.354  -1.506
C: 0.926 1.723 0.136  1.061
C: 0.185 2.500 1.022  -0.495
C: -1.170 2.710 0.764  -0.477
C: -1.760 2.374 -0.450  -0.685
C: -0.997 1.582 -1.314  -0.346
C: 0.294 1.211 -0.997  -0.457
H: 3.040 2.355 0.271  0.406
H: 2.825 0.830 -0.406  0.319
H: 2.543 1.051 1.345  0.293
H: 0.551 2.848 1.977  0.357
H: -1.706 3.333 1.473  0.411
H: -2.725 2.715 -0.792  0.424
H: -1.251 1.439 -2.360  0.382
H: 0.822 0.450 -1.556  0.306

---

Record 2
A single C14H16BNO molecule. Source: the Open Molecules 2025 dataset; level of theory: wB97M-V/def2-TZVPD.

Output
Frontier orbital gap, eV: 9.736
SMILES: NCCOB(c1ccccc1)c1ccccc1
Energy above the lowest of the compared OMol25 structures with the same formula, charge and spin, kJ/mol: 0.00

Each line ends with the Mulliken charge.
Positions of all 33 atoms, in Å:
N: 3.893 1.244 1.520  -0.665
C: 2.753 1.524 2.313  -0.866
C: 1.485 0.833 1.800  -0.213
O: 1.181 1.200 0.501  -0.489
B: 0.082 0.497 -0.020  0.474
C: -0.418 0.789 -1.475  0.591
C: 0.432 1.199 -2.496  -0.614
C: -0.075 1.408 -3.765  -0.465
C: -1.453 1.268 -4.015  -0.386
C: -2.286 0.858 -2.982  -0.694
C: -1.740 0.535 -1.753  -0.359
C: -0.495 -0.806 0.731  -0.012
C: -1.679 -0.657 1.421  -0.333
C: -2.369 -1.780 1.839  -0.483
C: -1.850 -3.052 1.702  -0.519
C: -0.615 -3.198 1.115  -0.515
C: 0.024 -2.087 0.533  -0.337
H: 4.033 0.245 1.496  0.265
H: 3.668 1.529 0.568  0.281
H: 2.652 2.623 2.278  0.342
H: 3.001 1.238 3.333  0.401
H: 0.592 1.060 2.380  0.297
H: 1.612 -0.264 1.867  0.338
H: 1.456 1.288 -2.252  0.402
H: 0.571 1.829 -4.528  0.348
H: -1.818 1.434 -5.022  0.369
H: -3.331 0.712 -3.152  0.402
H: -2.348 0.126 -0.979  0.343
H: -2.077 0.321 1.519  0.541
H: -3.293 -1.590 2.350  0.397
H: -2.338 -3.918 2.165  0.349
H: -0.176 -4.177 1.053  0.406
H: 0.925 -2.232 -0.046  0.403

---

Record 3
A molecular structure, C14H16F2O21Pb. Source: the Open Molecules 2025 dataset; level of theory: wB97M-V/def2-TZVPD.

Output
Frontier orbital gap, eV: 2.639
Net charge: -2
Energy above the lowest of the compared OMol25 structures with the same formula, charge and spin, kJ/mol: 821.01

Each line ends with the Mulliken charge.
Positions of all 54 atoms, in Å:
Pb: -22.841 17.570 -16.431  1.506
O: -16.882 16.965 -15.761  -0.464
C: -17.794 16.360 -16.480  0.700
O: -18.906 16.300 -15.914  -0.758
O: -17.571 15.971 -17.606  -0.636
H: -17.507 17.354 -15.146  0.313
O: -23.058 11.791 -20.024  -0.450
C: -22.467 12.955 -19.760  0.638
O: -22.982 13.794 -18.962  -0.702
O: -21.352 13.235 -20.322  -0.689
H: -23.818 11.950 -19.459  0.290
O: -23.172 22.328 -13.006  -0.486
C: -22.999 21.241 -13.765  0.714
O: -22.059 20.499 -13.588  -0.711
O: -23.840 20.979 -14.585  -0.747
H: -23.945 22.706 -13.432  0.284
O: -20.597 20.321 -21.883  -0.475
C: -20.530 19.213 -21.267  0.719
O: -21.039 19.237 -20.169  -0.692
O: -19.854 18.285 -21.620  -0.647
H: -21.287 20.708 -21.338  0.299
C: -31.872 15.871 -12.743  -1.390
C: -30.787 15.067 -13.524  0.382
C: -31.007 14.792 -15.008  -0.394
O: -29.874 15.239 -15.680  -0.304
C: -28.971 15.714 -14.797  0.642
O: -27.824 16.024 -15.037  -0.536
O: -29.543 15.803 -13.548  -0.339
H: -31.835 15.849 -11.654  0.336
H: -32.890 15.593 -13.019  0.373
H: -31.906 16.937 -12.970  0.363
H: -30.448 14.169 -13.009  0.281
H: -31.845 15.397 -15.353  0.310
H: -31.231 13.733 -15.131  0.273
C: -25.878 20.662 -23.550  -0.405
C: -27.241 21.060 -23.024  0.257
O: -27.070 20.923 -21.591  -0.330
C: -26.126 19.982 -21.391  0.703
O: -25.811 19.469 -20.313  -0.554
O: -25.620 19.661 -22.558  -0.308
F: -28.141 20.148 -23.427  -0.277
H: -25.196 21.506 -23.659  0.302
H: -25.902 20.165 -24.519  0.276
H: -27.493 22.089 -23.278  0.336
C: -25.020 12.646 -10.042  -0.392
C: -23.612 12.054 -10.171  0.220
O: -22.879 13.121 -10.747  -0.292
C: -23.779 13.984 -11.331  0.641
O: -23.523 14.938 -12.088  -0.544
O: -25.041 13.644 -11.012  -0.270
F: -23.582 11.071 -11.116  -0.278
H: -25.106 13.094 -9.052  0.310
H: -25.679 11.787 -10.168  0.301
H: -23.155 11.707 -9.245  0.300

---

Record 4
A single C14H16N2O3S3 molecule. Source: the Open Molecules 2025 dataset; level of theory: wB97M-V/def2-TZVPD.

Output
Frontier orbital gap, eV: 8.732
SMILES: COc1ccc(C/N=C(/NS(=O)(=O)c2cccs2)SC)cc1
Energy above the lowest of the compared OMol25 structures with the same formula, charge and spin, kJ/mol: 213.91

Each line ends with the Mulliken charge.
Positions of all 38 atoms, in Å:
C: 4.579 -0.758 3.597  -0.861
O: 3.689 -1.401 2.719  -0.450
C: 2.947 -0.636 1.868  0.879
C: 2.091 -1.330 1.011  -0.619
C: 1.301 -0.653 0.108  -0.322
C: 1.334 0.736 0.042  0.447
C: 0.485 1.482 -0.956  -1.068
N: -0.770 0.822 -1.139  -0.129
C: -1.270 0.565 -2.257  0.420
N: -2.443 -0.133 -2.308  -0.286
S: -2.654 -1.384 -1.185  1.300
O: -3.902 -1.975 -1.555  -0.751
O: -1.480 -2.199 -1.177  -0.657
C: -2.793 -0.523 0.337  0.184
C: -3.747 0.387 0.678  -0.394
C: -3.537 0.904 1.972  -0.567
C: -2.435 0.368 2.567  -0.491
S: -1.629 -0.770 1.566  0.012
S: -0.566 1.054 -3.847  -0.069
C: -1.170 -0.272 -4.939  -0.926
C: 2.180 1.422 0.898  -1.159
C: 2.986 0.751 1.803  -0.292
H: 5.062 -1.553 4.163  0.242
H: 4.053 -0.091 4.288  0.337
H: 5.341 -0.189 3.053  0.347
H: 2.065 -2.406 1.072  0.450
H: 0.638 -1.207 -0.540  0.472
H: 0.280 2.490 -0.580  0.309
H: 1.028 1.585 -1.911  0.350
H: -2.940 -0.226 -3.178  0.268
H: -4.556 0.661 0.027  0.452
H: -4.174 1.636 2.433  0.422
H: -2.052 0.581 3.545  0.453
H: -1.122 -1.222 -4.415  0.310
H: -2.179 -0.058 -5.283  0.290
H: -0.495 -0.283 -5.788  0.354
H: 2.220 2.501 0.861  0.356
H: 3.634 1.323 2.450  0.387

---

Record 5
A single C14H16N2O4 molecule. Source: the Open Molecules 2025 dataset; level of theory: wB97M-V/def2-TZVPD.

Output
Frontier orbital gap, eV: 10.394
SMILES: O=C1CC[C@@H](N2C(=O)[C@@H]3[C@@H]4CC[C@@H](C4)[C@@H]3C2=O)C(=O)N1
Energy above the lowest of the compared OMol25 structures with the same formula, charge and spin, kJ/mol: 226.24

Each line ends with the Mulliken charge.
Positions of all 36 atoms, in Å:
O: 0.619 -1.078 6.540  -0.613
C: 0.771 -0.763 5.367  0.327
C: 1.201 0.657 4.889  -0.640
C: 1.367 0.745 3.384  -0.945
C: 0.150 0.045 2.794  -0.243
N: 0.242 0.172 1.304  0.411
C: -0.809 0.591 0.612  -0.078
O: -1.934 0.402 0.906  -0.610
C: -0.388 1.173 -0.772  -0.213
C: -0.775 0.542 -2.148  -0.261
C: -0.883 -1.035 -1.957  -0.688
C: 0.722 -1.282 -1.774  -1.229
C: 1.397 0.066 -1.955  -0.134
C: 0.520 0.775 -2.945  -0.762
C: 1.187 0.836 -0.723  0.047
C: 1.416 0.338 0.651  -0.042
O: 2.393 -0.305 0.933  -0.613
C: -0.039 -1.435 3.261  0.240
O: 0.054 -2.387 2.466  -0.618
N: 0.104 -1.706 4.558  -0.025
H: 2.162 0.939 5.354  0.371
H: 0.402 1.301 5.246  0.339
H: 1.507 1.754 3.039  0.433
H: 2.164 0.107 3.026  0.611
H: -0.704 0.704 3.056  0.434
H: -0.597 2.197 -0.858  0.638
H: -1.620 1.070 -2.568  0.477
H: -1.558 -1.429 -1.074  0.271
H: -1.260 -1.431 -2.962  0.341
H: 0.727 -1.800 -0.830  0.372
H: 1.307 -1.845 -2.444  0.520
H: 2.478 0.080 -2.200  0.553
H: 0.581 0.098 -3.809  0.371
H: 0.760 1.798 -3.354  0.298
H: 1.835 1.759 -0.722  0.382
H: -0.125 -2.600 4.889  0.282

---

Record 6
A single C14H16N2O4S2 molecule. Source: the Open Molecules 2025 dataset; level of theory: wB97M-V/def2-TZVPD.

Output
Frontier orbital gap, eV: 8.854
SMILES: CCN(c1ccc(OC)cc1)S(=O)(=O)c1csc(C(N)=O)c1
Energy above the lowest of the compared OMol25 structures with the same formula, charge and spin, kJ/mol: 0.00

Each line ends with the Mulliken charge.
Positions of all 38 atoms, in Å:
C: -2.937 0.150 -0.216  -1.031
C: -2.549 -1.140 -0.935  -0.417
N: -1.132 -1.419 -0.979  0.333
C: -0.367 -1.659 0.187  -0.763
C: 0.106 -2.946 0.424  -0.266
C: 0.900 -3.205 1.519  -0.758
C: 1.241 -2.182 2.407  0.843
O: 2.024 -2.545 3.457  -0.467
C: 2.406 -1.561 4.389  -0.814
C: 0.777 -0.894 2.165  -0.792
C: -0.013 -0.637 1.056  -0.146
S: -0.254 -1.087 -2.334  1.380
O: 0.889 -1.948 -2.354  -0.679
O: -1.142 -1.061 -3.456  -0.699
C: 0.356 0.566 -2.035  0.003
C: 1.546 0.784 -1.417  -0.319
S: 1.825 2.451 -1.148  -0.336
C: 0.302 2.870 -1.878  0.340
C: -0.205 4.252 -2.000  0.589
N: 0.670 5.227 -1.660  -0.337
O: -1.336 4.483 -2.370  -0.616
C: -0.360 1.748 -2.298  -0.992
H: -4.007 0.310 -0.328  0.413
H: -2.710 0.084 0.845  0.307
H: -2.416 1.005 -0.640  0.227
H: -2.856 -1.096 -1.981  0.412
H: -3.051 -1.990 -0.457  0.272
H: -0.147 -3.730 -0.271  0.476
H: 1.276 -4.197 1.713  0.432
H: 1.536 -1.115 4.883  0.327
H: 3.002 -0.772 3.920  0.326
H: 3.013 -2.078 5.130  0.240
H: 1.029 -0.077 2.824  0.385
H: -0.352 0.372 0.876  0.546
H: 2.263 0.047 -1.118  0.562
H: 1.615 5.031 -1.382  0.145
H: 0.370 6.184 -1.741  0.231
H: -1.311 1.776 -2.797  0.645

---

Record 7
A gas-phase ion, C14H16NO (charge +1). Source: the Open Molecules 2025 dataset; level of theory: wB97M-V/def2-TZVPD.

Output
Frontier orbital gap, eV: 8.349
SMILES: CO[C@H](c1ccccc1)[n+]1cccc(C)c1
Net charge: +1
Energy above the lowest of the compared OMol25 structures with the same formula, charge and spin, kJ/mol: 0.00

Each line ends with the Mulliken charge.
Positions of all 32 atoms, in Å:
C: 0.282 -3.239 -0.350  -0.744
O: 0.901 -1.966 -0.365  -0.305
C: 0.170 -0.917 -0.796  -0.206
C: 1.056 0.108 -1.423  0.464
C: 0.436 1.019 -2.326  -0.692
C: 1.230 2.048 -2.903  -0.356
C: 2.605 2.134 -2.657  -0.571
C: 3.182 1.113 -1.915  -0.489
C: 2.418 0.086 -1.297  -0.273
N: -0.927 -0.406 0.307  0.120
C: -2.260 -0.626 0.110  -0.004
C: -3.103 -0.214 1.127  -0.727
C: -2.620 0.387 2.278  -0.205
C: -1.260 0.538 2.467  0.379
C: -0.698 1.148 3.707  -1.485
C: -0.439 0.096 1.443  0.157
H: 1.047 -3.870 0.075  0.284
H: -0.586 -3.186 0.288  0.294
H: 0.058 -3.575 -1.352  0.308
H: -0.715 -1.091 -1.551  0.342
H: -0.659 0.972 -2.384  0.325
H: 0.726 2.747 -3.555  0.394
H: 3.202 2.905 -3.207  0.341
H: 4.250 1.089 -1.820  0.403
H: 2.840 -0.627 -0.614  0.490
H: -2.581 -1.088 -0.839  0.451
H: -4.171 -0.352 0.965  0.395
H: -3.308 0.731 3.077  0.438
H: 0.388 1.171 3.666  0.367
H: -1.088 2.172 3.805  0.367
H: -1.024 0.537 4.561  0.359
H: 0.646 0.154 1.481  0.377